No. 1
14
Properties=species:S:1:pos:R:3:forces:R:3 method="wB97M-V/def2-TZVPD" homo_energy_ev="-7.955 / -8.163" e_lumo_ev="-0.062 / -0.191" charge=0 energy_ev=-8830.0852
O 2.208 -0.581 0.904 0.027 0.184 -0.087
C 2.064 -0.331 -0.477 -0.102 -0.027 -0.239
C 0.665 0.102 -0.848 0.018 0.075 0.914
C -0.215 0.400 0.073 0.434 0.000 -0.534
C -1.416 0.869 0.507 -0.484 0.007 -0.074
C -2.546 0.083 -0.215 0.125 -0.395 0.251
N -2.319 -0.186 1.108 0.091 0.129 0.116
H 1.785 0.156 1.366 0.054 -0.161 0.048
H 2.747 0.466 -0.812 0.048 -0.248 -0.011
H 2.318 -1.259 -0.998 0.082 0.142 0.045
H -1.529 1.891 0.855 -0.222 -0.276 -0.110
H -2.321 -0.781 -0.865 -0.221 0.563 -0.210
H 0.400 0.249 -1.887 0.138 -0.040 -0.277
H -1.840 -1.077 1.289 0.012 0.046 0.168

---

No. 2
14
Properties=species:S:1:pos:R:3:forces:R:3 method="wB97M-V/def2-TZVPD" homo_energy_ev=-10.239 e_lumo_ev=0.842 charge=0 energy_ev=-8832.1101
C -1.908 -0.046 -0.295 0.880 1.690 -0.971
C -0.721 -0.728 0.291 1.995 1.061 -0.469
C 0.955 0.119 -0.127 -1.689 -0.893 0.666
C 2.128 -0.062 0.748 -0.232 0.045 0.141
O 1.996 -0.738 -0.502 -0.321 -0.084 -0.081
C 0.542 1.251 -0.895 -0.667 0.505 -0.338
N -0.359 1.862 -1.328 2.041 0.508 -0.167
H -1.439 0.952 -0.869 -1.714 -2.128 1.164
H -2.614 0.400 0.414 0.188 -0.435 -0.060
H -2.409 -0.567 -1.119 0.102 -0.117 0.428
H -0.662 -0.705 1.381 -0.036 -0.174 -0.226
H -0.449 -1.689 -0.142 -0.174 -0.002 0.212
H 2.974 0.629 0.810 -0.487 0.023 -0.133
H 1.963 -0.677 1.633 0.114 0.001 -0.164

---

No. 3
14
Properties=species:S:1:pos:R:3:forces:R:3 method="wB97M-V/def2-TZVPD" homo_energy_ev=-7.585 e_lumo_ev=0.660 charge=0 energy_ev=-8831.9312
C -1.738 0.126 0.431 -0.159 0.032 0.042
N -0.323 -0.096 0.202 0.222 -0.068 0.022
C 0.272 -1.255 -0.136 0.111 0.240 0.115
C 1.657 -0.886 -0.453 0.196 -0.248 0.179
C 1.895 0.521 -0.258 -0.514 -0.185 0.001
C 0.638 0.908 0.138 0.013 -0.078 -0.124
O 0.157 2.147 0.419 0.208 -0.005 -0.023
H -2.130 0.815 -0.321 0.006 -0.088 0.097
H -1.884 0.568 1.419 0.007 -0.042 -0.128
H -2.270 -0.825 0.376 0.087 0.125 -0.004
H -0.213 -2.219 -0.084 0.024 0.107 -0.025
H 2.409 -1.658 -0.611 -0.187 0.150 -0.014
H 0.845 -1.076 -1.392 0.105 0.059 -0.184
H 0.917 2.729 0.271 -0.119 0.000 0.045